Record 1
Entry from OMol25: 24 unconnected molecules or ions with the total composition C15H78O34S5 in a non-equilibrium geometry (wB97M-V/def2-TZVPD).

Structure (XYZ):
```
132
Properties=species:S:1:pos:R:3:mulliken_charge:R:1
O -1.39 1.14 -3.43 -0.3859
H -1.43 1.59 -2.59 0.0855
H -1.98 1.70 -4.06 0.3532
O 2.54 3.11 -1.10 -0.7328
H 1.90 3.08 -0.40 0.1851
H 2.08 2.87 -1.93 0.3667
O 1.68 -0.15 -1.88 0.7394
H 1.32 0.70 -2.16 -0.0749
H 2.65 0.07 -1.70 -0.0483
O -0.59 -0.16 1.57 0.2039
H -0.68 0.04 2.49 -0.2036
H -1.07 -1.00 1.55 -0.0389
O -0.29 4.68 -0.50 -0.5289
H 0.62 4.53 -0.72 0.2239
H -0.17 5.35 0.19 0.2630
O 3.46 4.64 1.52 -0.5945
H 3.83 3.75 1.58 0.3370
H 3.75 4.96 0.66 0.2933
O 4.89 -0.91 -1.93 -0.5822
H 5.20 -0.02 -1.68 0.2937
H 5.09 -1.57 -1.27 0.2798
O -2.74 -3.08 -0.80 -0.5692
H -2.73 -3.88 -1.31 0.3391
H -1.82 -2.68 -0.73 0.1171
O -2.81 2.97 -5.31 -0.5846
H -2.98 3.73 -4.77 0.3396
H -3.11 2.99 -6.24 0.2524
O 4.98 1.88 -1.99 -0.6805
H 4.19 2.20 -1.46 0.3489
H 5.77 2.31 -1.55 0.3186
O -2.96 -5.20 -2.82 -0.6866
H -2.05 -5.42 -3.11 0.3474
H -3.29 -5.97 -2.31 0.3034
O 3.18 -1.13 -4.40 -0.7068
H 3.86 -1.10 -3.70 0.3482
H 2.41 -1.02 -3.76 0.1706
O -0.11 -1.88 -0.47 1.2851
H 0.48 -2.51 -0.96 -0.2159
H 0.38 -1.04 -0.47 -0.3779
O -3.73 3.71 -0.98 -0.6053
H -3.12 3.00 -0.67 0.2901
H -4.57 3.50 -0.57 0.3368
O -1.33 -1.69 4.25 -0.3026
H -1.94 -1.52 4.95 0.1876
H -1.24 -2.64 4.21 0.3218
O -2.94 5.29 -3.35 -0.6679
H -3.20 4.66 -2.65 0.3382
H -2.05 5.53 -3.00 0.3248
O -1.09 1.82 -0.70 0.5678
H -1.50 1.33 -0.01 -0.3731
H -0.70 2.64 -0.39 -0.1510
O 0.77 6.45 1.54 -0.6970
H 0.66 7.09 2.24 0.2412
H 1.51 5.83 1.75 0.2487
O 1.39 2.13 -3.48 -0.7371
H 2.01 1.60 -4.00 0.2582
H 0.45 1.97 -3.76 0.2904
O 1.13 -3.82 -2.38 -0.5728
S 0.77 -4.40 -3.66 0.9725
O 0.24 -5.76 -3.62 -0.7443
O -0.31 -3.50 -4.36 -0.3879
C -0.22 -2.03 -4.36 1.0987
C 0.42 -1.63 -5.64 -1.1121
C 2.16 -4.28 -4.68 -0.7370
H 0.29 -1.62 -3.51 -0.6862
H -1.27 -1.81 -4.15 0.2307
H 1.24 -2.29 -5.91 0.3018
H 0.81 -0.60 -5.60 0.2414
H -0.24 -1.63 -6.51 0.3304
H 2.95 -4.93 -4.21 0.3135
H 2.43 -3.21 -4.69 0.1056
H 2.00 -4.60 -5.69 0.3965
O 3.78 1.83 2.60 -0.6995
S 3.83 0.41 2.40 1.3075
O 4.89 -0.14 1.62 -0.6926
O 3.82 -0.25 3.79 -0.4314
C 2.77 0.04 4.74 0.0415
C 1.97 -1.17 4.99 -0.6169
C 2.35 -0.19 1.72 1.5627
H 2.17 0.88 4.41 -0.1424
H 3.21 0.36 5.66 0.4442
H 2.56 -1.95 5.50 0.3300
H 1.70 -1.61 4.02 -0.0935
H 1.03 -1.16 5.50 0.3159
H 2.45 -1.30 1.59 -0.4649
H 2.24 0.29 0.74 -0.3721
H 1.47 0.06 2.38 -0.6103
O -5.75 1.72 -0.25 -0.7404
S -4.95 0.54 0.01 0.9731
O -3.81 0.72 0.89 -0.4506
O -5.93 -0.61 0.63 -0.3395
C -5.42 -1.62 1.48 0.3506
C -6.57 -2.58 1.82 -1.4191
C -4.52 -0.19 -1.52 -0.3600
H -5.11 -1.20 2.45 0.1502
H -4.62 -2.20 1.14 0.1425
H -6.98 -3.19 0.96 0.3196
H -7.32 -2.00 2.34 0.3503
H -6.34 -3.40 2.53 0.3856
H -4.16 -1.21 -1.37 0.1634
H -3.70 0.36 -1.99 -0.0070
H -5.35 -0.12 -2.26 0.3852
O 0.90 -5.82 3.16 -0.7207
S 0.52 -4.72 2.32 0.9766
O -0.15 -3.67 2.98 -0.5892
O 1.79 -4.06 1.74 -0.1093
C 2.92 -4.73 1.25 -0.2841
C 3.94 -3.69 0.87 -0.8640
C -0.40 -5.23 0.97 -0.9240
H 2.68 -5.29 0.30 0.2014
H 3.26 -5.44 1.96 0.3885
H 3.57 -2.95 0.14 -0.0825
H 4.73 -4.26 0.32 0.4220
H 4.42 -3.08 1.65 0.3317
H 0.11 -5.94 0.39 0.4541
H -0.78 -4.41 0.40 0.0417
H -1.14 -5.73 1.57 0.4435
O 0.54 2.93 2.32 -0.1201
S -0.47 2.68 3.29 1.1288
O -0.51 1.41 3.90 -0.8393
O -0.30 3.68 4.53 -0.3803
C 0.41 4.93 4.44 0.8411
C -0.44 6.06 4.92 -1.1313
C -2.08 3.26 2.62 -0.7040
H 0.75 5.06 3.43 -0.6572
H 1.31 4.70 5.01 0.4053
H -0.27 6.98 4.35 0.3215
H -0.21 6.24 5.97 0.3246
H -1.53 5.86 4.86 0.2855
H -2.85 2.76 3.17 0.4762
H -2.10 2.84 1.63 -0.1941
H -2.17 4.32 2.59 0.3695
```

Calculated values
E_LUMO ... 0.219 eV
DFT total energy ... -140612.3252 eV
F_max ... 3.2 eV/A
Molar mass ... 963.09 g mol⁻¹
HOMO energy ... -10.67 eV

Record 2
Entry from OMol25: a molecular structure, C15H7Br2Cl4O2Zn in a non-equilibrium geometry (wB97M-V/def2-TZVPD).

Structure (XYZ):
```
31
Properties=species:S:1:pos:R:3:mulliken_charge:R:1
Cl -1.02 4.99 2.29 -0.1925
C -0.16 3.52 2.42 0.0202
C -0.82 2.30 2.29 0.1668
Cl -2.49 2.20 1.98 -0.1480
C -0.14 1.05 2.58 0.3764
O -0.68 0.06 3.07 -0.5671
C 1.38 1.08 2.32 0.4475
O 1.99 0.08 1.95 -0.6231
C 2.00 2.37 2.59 0.0352
Cl 3.70 2.36 2.70 -0.1659
C 1.26 3.54 2.70 0.4247
Cl 2.01 5.00 3.13 -0.1879
Br -0.59 -7.21 -0.52 -0.1444
Zn -2.07 -5.98 -1.70 0.2598
Br -3.66 -4.84 -2.82 -0.1235
C 0.97 -2.16 -0.63 -1.2695
C 0.29 -1.89 0.59 -0.5687
C -0.62 -0.82 0.36 -1.1752
C -0.47 -0.37 -0.99 0.7994
C 0.50 -1.24 -1.63 0.5107
C 0.77 -1.07 -3.00 -0.4572
C 0.11 -0.05 -3.70 -0.4661
C -0.76 0.85 -3.04 -0.4357
C -1.07 0.68 -1.69 -0.5429
H 1.72 -2.92 -0.80 0.4160
H 0.44 -2.40 1.53 0.4085
H -1.42 -0.47 1.01 0.8087
H 1.46 -1.76 -3.49 0.3480
H 0.30 0.07 -4.77 0.3261
H -1.19 1.67 -3.60 0.3483
H -1.74 1.35 -1.14 0.3714
```

Calculated values
Energy above the lowest of the compared OMol25 structures with the same formula, charge and spin ... 32.6 kcal per mole
E_LUMO ... 0.583 eV
DFT total energy ... -258357.6553 eV
Charge ... -1
F_max ... 2.1 eV/A
Molar mass ... 586.23 g mol⁻¹
HOMO energy ... -2.79 eV

Record 3
Entry from OMol25: a molecular structure, C15H7F6IrN2O4S3 (wB97M-V/def2-TZVPD).

Structure (XYZ):
```
38
Properties=species:S:1:pos:R:3:mulliken_charge:R:1
Ir -0.40 -0.13 -0.91 1.1198
F -4.62 4.55 -0.97 -0.2969
C -3.65 3.76 -1.47 0.6898
F -4.13 3.19 -2.59 -0.2257
F -2.63 4.56 -1.84 -0.2255
C -3.21 2.72 -0.48 -0.2587
C -3.81 2.61 0.76 -0.1334
C -3.39 1.64 1.66 -0.9300
C -2.37 0.79 1.29 -0.2315
N -1.80 0.90 0.09 -0.2104
C -2.17 1.84 -0.80 0.5939
S -1.14 1.67 -2.19 -0.4497
H -4.61 3.28 1.02 0.5147
H -3.84 1.54 2.64 0.4013
H -1.98 0.01 1.94 0.6064
O 1.20 -0.92 -2.09 -0.6501
S 2.25 0.01 -1.54 1.0821
O 2.96 0.77 -2.51 -0.6073
N 1.35 0.80 -0.42 -0.2977
C 1.85 0.61 0.86 0.2151
S 1.12 1.16 2.21 -0.3267
C 3.07 -0.24 0.84 0.4930
C 3.87 -0.60 1.92 -0.6813
C 4.94 -1.45 1.69 -0.5367
C 5.21 -1.94 0.41 -0.4574
C 4.43 -1.58 -0.67 -0.7495
C 3.36 -0.74 -0.42 0.4127
H 3.65 -0.21 2.90 0.4247
H 5.57 -1.75 2.52 0.3903
H 6.05 -2.61 0.27 0.3980
H 4.64 -1.94 -1.67 0.4515
F -2.50 -4.24 -1.36 -0.2351
C -1.92 -3.77 -0.26 0.7185
F -0.99 -4.64 0.14 -0.2333
F -2.85 -3.68 0.70 -0.2429
C -1.31 -2.38 -0.50 0.7337
O -0.29 -2.03 0.14 -0.6192
O -1.87 -1.59 -1.30 -0.6466
```

Calculated values
E_LUMO ... -1.099 eV
DFT total energy ... -78489.8409 eV
F_max ... 0.5 eV/A
Molar mass ... 681.64 g mol⁻¹
HOMO energy ... -8.54 eV

Record 4
Entry from OMol25: a molecular structure, C15H8BClF3IN3O5Pd in a non-equilibrium geometry (wB97M-V/def2-TZVPD).

Structure (XYZ):
```
38
Properties=species:S:1:pos:R:3:mulliken_charge:R:1
Pd -0.12 -1.38 -0.87 0.5994
Cl 5.32 -0.24 3.50 -0.3032
C 4.33 -0.68 2.12 0.4421
C 4.94 -1.04 0.95 -0.5022
C 4.18 -1.40 -0.17 -0.4465
I 5.15 -1.94 -1.94 0.0113
C 2.78 -1.41 -0.18 0.9611
O 2.07 -1.74 -1.18 -0.7482
C 2.17 -1.04 1.09 0.1517
N 0.81 -1.07 1.12 -0.4508
C 0.17 -0.74 2.21 -0.1248
C 0.84 -0.34 3.38 -0.8643
C 2.21 -0.31 3.39 -0.6448
C 2.93 -0.67 2.23 0.3861
H 6.02 -1.05 0.89 0.3762
H -0.91 -0.80 2.17 0.5160
H 0.27 -0.07 4.26 0.3865
H 2.75 -0.01 4.27 0.3894
F -4.44 2.66 1.01 -0.3123
C -3.89 1.82 0.13 0.3498
C -3.22 2.28 -0.93 -0.1755
N -2.66 1.44 -1.86 0.1451
C -1.63 1.98 -2.75 -0.8950
C -0.27 2.02 -1.95 0.5610
O 0.46 2.95 -2.25 -0.7498
O -0.14 1.08 -1.12 -0.4892
C -2.74 0.13 -1.66 0.6177
O -2.29 -0.69 -2.57 -0.4872
N -3.35 -0.37 -0.59 -0.0309
C -3.94 0.39 0.42 0.2124
O -4.42 -0.11 1.41 -0.6102
H -3.08 3.34 -1.09 0.3767
H -1.92 2.98 -3.07 0.3250
H -1.52 1.33 -3.62 0.3601
H -2.95 -1.33 -0.31 0.4130
F -1.88 -2.35 -0.15 -0.7973
B -1.09 -1.49 -2.57 0.2657
F -0.96 -2.11 -3.73 -0.2140
```

Calculated values
Energy above the lowest of the compared OMol25 structures with the same formula, charge and spin ... 30.5 kcal per mole
E_LUMO ... 2.209 eV
DFT total energy ... -63329.9916 eV
Charge ... -1
F_max ... 1.2 eV/A
Molar mass ... 646.83 g mol⁻¹
HOMO energy ... -4.53 eV

Repeat the third record exactly.
Entry from OMol25: a molecular structure, C15H7F6IrN2O4S3 (wB97M-V/def2-TZVPD).

Structure (XYZ):
```
38
Properties=species:S:1:pos:R:3:mulliken_charge:R:1
Ir -0.40 -0.13 -0.91 1.1198
F -4.62 4.55 -0.97 -0.2969
C -3.65 3.76 -1.47 0.6898
F -4.13 3.19 -2.59 -0.2257
F -2.63 4.56 -1.84 -0.2255
C -3.21 2.72 -0.48 -0.2587
C -3.81 2.61 0.76 -0.1334
C -3.39 1.64 1.66 -0.9300
C -2.37 0.79 1.29 -0.2315
N -1.80 0.90 0.09 -0.2104
C -2.17 1.84 -0.80 0.5939
S -1.14 1.67 -2.19 -0.4497
H -4.61 3.28 1.02 0.5147
H -3.84 1.54 2.64 0.4013
H -1.98 0.01 1.94 0.6064
O 1.20 -0.92 -2.09 -0.6501
S 2.25 0.01 -1.54 1.0821
O 2.96 0.77 -2.51 -0.6073
N 1.35 0.80 -0.42 -0.2977
C 1.85 0.61 0.86 0.2151
S 1.12 1.16 2.21 -0.3267
C 3.07 -0.24 0.84 0.4930
C 3.87 -0.60 1.92 -0.6813
C 4.94 -1.45 1.69 -0.5367
C 5.21 -1.94 0.41 -0.4574
C 4.43 -1.58 -0.67 -0.7495
C 3.36 -0.74 -0.42 0.4127
H 3.65 -0.21 2.90 0.4247
H 5.57 -1.75 2.52 0.3903
H 6.05 -2.61 0.27 0.3980
H 4.64 -1.94 -1.67 0.4515
F -2.50 -4.24 -1.36 -0.2351
C -1.92 -3.77 -0.26 0.7185
F -0.99 -4.64 0.14 -0.2333
F -2.85 -3.68 0.70 -0.2429
C -1.31 -2.38 -0.50 0.7337
O -0.29 -2.03 0.14 -0.6192
O -1.87 -1.59 -1.30 -0.6466
```

Calculated values
E_LUMO ... -1.099 eV
DFT total energy ... -78489.8409 eV
F_max ... 0.5 eV/A
Molar mass ... 681.64 g mol⁻¹
HOMO energy ... -8.54 eV

- Number 1 is which compound?
  C15H78O34S5

- What is the E_LUMO in the fourth record?
  2.209 eV

- What is the HOMO energy in the fourth record?
  -4.53 eV